No. 1
The following is a quantum chemistry calculation of C19H45Cl2I2NO13P5SSi as an isolated structure, from OMol25.

Geometry as ORCA input:
```
! RIJCOSX wB97M-V def2-TZVPD def2/J DEFGRID3
* xyz -1 1
C 0.644 -6.213 1.736
C 0.226 -4.752 1.614
C 0.042 -4.216 0.191
Cl 1.163 -5.104 -0.963
C 0.105 -2.674 0.097
Si -1.615 -2.086 0.814
C -1.666 -2.361 2.680
C -3.065 -3.064 0.087
C -2.000 -0.262 0.595
O 1.004 -2.060 1.027
P 2.225 -1.045 0.389
C 3.506 -2.419 -0.084
I 3.856 -4.058 1.200
C 4.228 -2.308 -1.194
C 4.100 -1.218 -2.229
I 5.717 -3.698 -1.795
P 1.082 1.003 0.740
O 2.433 1.907 0.980
Cl 0.579 1.679 -1.214
P 3.008 -0.801 2.547
O 2.644 -2.058 3.493
O 2.060 0.305 3.277
S 4.871 -0.258 2.630
O 1.509 -1.162 -1.132
C 0.516 -2.142 -1.296
C -0.597 -1.651 -2.219
C -0.120 -1.611 -3.644
N -0.199 -0.633 -4.441
H 1.705 -6.358 1.554
H 0.425 -6.538 2.756
H 0.055 -6.850 1.077
H 0.877 -4.098 2.187
H -0.766 -4.703 2.070
H -0.933 -4.546 -0.160
H -2.064 -1.471 3.168
H -0.644 -2.479 3.044
H -2.237 -3.243 2.964
H -3.996 -2.549 0.327
H -3.119 -4.042 0.575
H -3.018 -3.249 -0.984
H -1.622 0.286 1.458
H -1.591 0.226 -0.283
H -3.087 -0.158 0.598
H 3.282 -0.146 0.001
H 3.243 -1.422 -2.869
H 4.983 -1.194 -2.862
H 3.993 -0.235 -1.779
H 3.166 1.602 0.416
H 1.975 -1.797 4.137
H 2.538 1.145 3.285
H 1.000 -2.935 -1.868
H -0.942 -0.652 -1.967
H -1.405 -2.385 -2.172
H 0.322 -2.530 -4.039
H -0.639 0.175 -3.997
C 2.710 5.526 4.891
O 1.552 5.398 5.732
P 1.577 4.456 7.016
O 2.911 4.110 7.495
O 0.633 3.243 6.631
C 1.073 2.348 5.596
O 0.687 5.231 8.059
C -0.667 5.576 7.743
H 2.515 5.031 3.941
H 2.884 6.585 4.719
H 3.585 5.086 5.366
H 2.159 2.243 5.598
H 0.733 2.721 4.630
H 0.625 1.377 5.781
H -1.227 4.696 7.432
H -0.691 6.329 6.956
H -1.106 5.982 8.651
C -1.586 3.321 -7.750
O -2.946 3.133 -7.330
P -3.272 2.252 -6.042
O -2.138 2.033 -5.156
O -3.951 0.937 -6.618
C -3.109 0.018 -7.329
O -4.497 2.992 -5.389
C -5.702 3.210 -6.130
H -1.420 2.768 -8.674
H -1.434 4.383 -7.930
H -0.892 2.980 -6.984
H -2.101 0.007 -6.911
H -3.080 0.289 -8.385
H -3.546 -0.970 -7.220
H -6.077 2.273 -6.539
H -5.528 3.925 -6.934
H -6.429 3.616 -5.433
*
```

Computed properties:
* Kohn-Sham gap: 0.24385 Ha
* LUMO energy: 2.09 eV


No. 2
The following is a quantum chemistry calculation of one molecule with the formula C6H5NOS, from OMol25.

Geometry as ORCA input:
```
! RIJCOSX wB97M-V def2-TZVPD def2/J DEFGRID3
* xyz 0 1
C 1.374 1.196 -1.754
C 0.537 0.874 -0.749
C 2.076 1.016 0.672
C 3.188 1.420 -0.219
C -0.377 0.351 0.193
C 0.239 -0.775 1.110
N 2.710 1.407 -1.461
O 4.341 1.536 0.154
S 1.939 -0.318 1.571
H 1.241 1.505 -2.785
H -0.793 1.195 0.714
H -1.183 -0.382 -0.064
H -0.338 -1.021 2.033
H 0.313 -1.635 0.395
*
```

Computed properties:
* Kohn-Sham gap (alpha / beta): 0.23243 / 0.23252 Ha
* energy relative to the best compared isomer or geometry (same formula, charge and spin): 470.27 kJ/mol
* LUMO energy (alpha / beta): -1.74 / -1.74 eV


No. 3
The following is a quantum chemistry calculation of a 4-piece molecular cluster, C10H30O15P4S overall, from OMol25.

Geometry as ORCA input:
```
! RIJCOSX wB97M-V def2-TZVPD def2/J DEFGRID3
* xyz 0 1
O 4.761 -5.298 4.091
C 5.023 -4.381 3.377
O 6.271 -3.982 3.144
O 4.082 -3.640 2.718
P 2.663 -3.400 3.552
S 1.251 -3.047 2.301
H 6.359 -3.038 3.292
H 2.945 -2.305 4.384
H 2.393 -4.505 4.358
C 0.250 2.294 -1.936
O 1.455 2.515 -1.155
P 2.324 1.160 -0.645
O 2.913 1.916 0.511
O 3.281 1.161 -1.951
C 3.815 2.398 -2.415
O 2.962 -0.330 -0.221
C 3.539 -0.463 1.073
H -0.168 3.265 -2.186
H 0.481 1.756 -2.860
H -0.483 1.732 -1.358
H 3.946 3.109 -1.601
H 3.168 2.827 -3.180
H 4.785 2.183 -2.859
H 2.813 -0.238 1.852
H 4.408 0.187 1.158
H 3.859 -1.497 1.187
C -5.026 1.104 1.774
O -4.353 2.100 2.579
P -2.710 2.295 2.349
O -2.310 2.838 3.669
O -2.883 3.426 1.206
C -3.672 4.576 1.494
O -1.348 1.776 1.643
C -0.160 1.681 2.433
H -6.080 1.116 2.038
H -4.923 1.334 0.710
H -4.624 0.111 1.976
H -3.656 4.819 2.555
H -4.700 4.420 1.166
H -3.250 5.407 0.934
H -0.302 1.009 3.277
H 0.155 2.664 2.771
H 0.614 1.272 1.788
C -1.832 -2.800 -5.261
O -2.375 -2.949 -3.928
P -1.562 -2.203 -2.675
O -1.974 -3.053 -1.534
O -2.400 -0.824 -2.793
C -3.821 -0.879 -2.745
O -0.260 -1.378 -2.175
C 0.373 -1.771 -0.951
H -2.484 -3.331 -5.949
H -1.796 -1.745 -5.547
H -0.832 -3.231 -5.319
H -4.171 -1.723 -2.152
H -4.232 -0.941 -3.753
H -4.167 0.045 -2.285
H 0.721 -2.801 -0.985
H -0.303 -1.618 -0.113
H 1.246 -1.124 -0.827
*
```

Computed properties:
* SMILES string: O=C(O)O[PH2]=S.COP(=O)(OC)OC.COP(=O)(OC)OC.COP(=O)(OC)OC
* Kohn-Sham gap: 0.28042 Ha
* LUMO energy: -1.83 eV


No. 4
The following is a quantum chemistry calculation of CH4FN2O as an isolated structure, from OMol25.

Geometry as ORCA input:
```
! RIJCOSX wB97M-V def2-TZVPD def2/J DEFGRID3
* xyz 1 1
C 0.453 -0.376 -0.034
N 1.585 0.257 -0.037
N -1.100 0.610 0.023
O -2.114 -0.270 -0.063
F 0.304 -1.634 0.083
H 1.516 1.209 -0.051
H 2.536 -0.134 0.226
H -1.129 1.329 -0.671
H -2.051 -0.992 0.524
*
```

Computed properties:
* Kohn-Sham gap: 0.35502 Ha
* energy relative to the best compared isomer or geometry (same formula, charge and spin): 260.48 kJ/mol
* LUMO energy: -5.11 eV


No. 5
The following is a quantum chemistry calculation of C37H33BrMnN4O4P2S as an isolated structure, from OMol25.

Geometry as ORCA input:
```
! RIJCOSX wB97M-V def2-TZVPD def2/J DEFGRID3
* xyz 0 6
Mn -0.670 0.869 0.313
O -4.389 1.217 4.998
C -4.380 2.383 4.375
O -5.096 3.301 4.693
C -3.394 2.541 3.271
C -3.205 3.727 2.585
N -2.251 3.503 1.667
N -1.807 2.248 1.719
C -2.497 1.641 2.665
C -2.220 0.176 2.866
O -2.823 -0.416 3.765
O -1.371 -0.311 2.055
H -3.715 0.585 4.613
H -3.683 4.683 2.710
H -1.827 4.112 0.977
C 1.522 -1.371 1.352
C 0.708 -1.686 0.088
P 1.285 -0.751 -1.403
C 0.021 -1.232 -2.636
C -0.546 -0.221 -3.409
C -1.454 -0.535 -4.414
C -1.813 -1.853 -4.641
C -1.262 -2.867 -3.864
C -0.344 -2.558 -2.876
C 2.682 -1.798 -1.967
C 3.133 -2.948 -1.324
C 4.222 -3.656 -1.819
C 4.873 -3.224 -2.962
C 4.432 -2.080 -3.613
C 3.351 -1.372 -3.115
P 1.596 0.452 1.620
C 3.194 1.034 0.974
C 4.239 0.213 0.565
C 5.404 0.763 0.046
C 5.535 2.138 -0.061
C 4.496 2.966 0.343
C 3.330 2.417 0.849
C 1.703 0.637 3.418
C 0.970 1.662 4.008
C 1.013 1.850 5.383
C 1.786 1.012 6.171
C 2.518 -0.015 5.587
C 2.478 -0.201 4.216
H 2.514 -1.819 1.313
H 1.002 -1.773 2.222
H -0.328 -1.388 0.296
H 0.633 -2.758 -0.113
H -0.273 0.812 -3.215
H -1.878 0.256 -5.019
H -2.527 -2.097 -5.417
H -1.543 -3.898 -4.039
H 0.110 -3.358 -2.303
H 2.636 -3.318 -0.439
H 4.555 -4.550 -1.306
H 5.722 -3.775 -3.346
H 4.934 -1.734 -4.507
H 3.024 -0.472 -3.625
H 4.163 -0.862 0.634
H 6.204 0.109 -0.277
H 6.441 2.568 -0.469
H 4.587 4.040 0.246
H 2.506 3.067 1.121
H 0.346 2.300 3.393
H 0.432 2.642 5.837
H 1.813 1.150 7.244
H 3.118 -0.671 6.205
H 3.055 -1.002 3.767
N -6.175 -0.025 -4.321
C -5.633 -0.981 -3.551
S -6.023 -2.565 -3.704
C -4.620 -0.481 -2.536
C -4.224 0.851 -2.454
C -3.223 1.201 -1.564
N -2.657 0.311 -0.751
C -3.059 -0.962 -0.796
C -4.026 -1.401 -1.679
H -6.848 -0.301 -5.016
H -5.943 0.947 -4.244
H -4.629 1.642 -3.068
H -2.838 2.212 -1.507
H -2.590 -1.637 -0.089
H -4.309 -2.441 -1.718
Br -0.193 3.125 -0.995
*
```

Computed properties:
* Kohn-Sham gap (alpha / beta): 0.27192 / 0.28669 Ha
* energy relative to the best compared isomer or geometry (same formula, charge and spin): 0.00 kJ/mol
* LUMO energy (alpha / beta): -1.01 / -1.05 eV